Density functional theory data (ωB97M-V/def2-TZVPD) for a cluster of 2 separate species, C5H9NO in total.

Its total energy is -325.7462 a.u. The value obtained for the energy relative to the best compared isomer or geometry (same formula, charge and spin) is 120.1 kcal/mol. The value obtained for the highest occupied orbital energy is -0.328 Ha. Its SMILES is CC1=C(N=O)CC1.[H][H]. Its multiplicity is 1. Its HOMO-LUMO gap is 8.47 eV. Its total charge is 0. As for the LUMO energy: -0.017 Eh.

Cartesian coordinates (Å):
C (1.16747, -0.63045, 1.32344)
C (0.02728, -0.26376, 0.44289)
C (-0.29216, 0.59907, -0.54699)
N (0.43344, 1.60095, -1.22121)
O (-0.21764, 2.13955, -2.09639)
C (-1.72332, 0.15808, -0.68715)
C (-1.37384, -0.83477, 0.46146)
H (1.19963, -1.71906, 1.45069)
H (1.00158, -0.20372, 2.32077)
H (2.13532, -0.28371, 0.95901)
H (-2.46951, 0.91695, -0.43642)
H (-1.97960, -0.30131, -1.64524)
H (-1.44300, -1.89769, 0.20486)
H (-1.90431, -0.65871, 1.40333)
H (2.96293, 0.41352, -0.90585)
H (2.47573, 0.96506, -1.02721)